Here is 20 unconnected molecules or ions with the total composition C90H223Cl5N14O10 in a non-equilibrium geometry from OMol25. Energies are from ωB97M-V/def2-TZVPD.

Last columns: bonded neighbours and bond lengths (Å).
Geometry (Å):
1 C -0.16121 -10.33104 -0.52246  N2 1.553, H8 1.074, H9 1.071, H10 1.094
2 N -1.33151 -9.65185 -1.28469  C1 1.553, C3 1.511, C4 1.548, C5 1.553
3 C -0.98075 -9.51555 -2.74809  N2 1.511, H11 1.096, H12 1.109, H13 1.094
4 C -2.52253 -10.63912 -1.22819  N2 1.548, H14 1.099, H15 1.099, H16 1.114
5 C -1.70917 -8.23383 -0.77709  N2 1.553, C6 1.533, H17 1.062, H18 1.104
6 C -1.74882 -8.11406 0.75023  C5 1.533, O7 1.442, H19 1.071, H20 1.119
7 O -0.41102 -7.98592 1.27363  C6 1.442, H21 0.948
8 H -0.41635 -10.59174 0.48758  C1 1.074
9 H 0.70984 -9.72040 -0.64372  C1 1.071
10 H 0.00740 -11.27388 -1.05083  C1 1.094
11 H -1.77959 -8.97597 -3.26990  C3 1.096
12 H -0.85088 -10.51005 -3.22131  C3 1.109
13 H -0.12966 -8.84738 -2.91224  C3 1.094
14 H -3.30462 -10.19346 -1.85821  C4 1.099
15 H -2.85461 -10.81941 -0.19603  C4 1.099
16 H -2.08506 -11.56874 -1.65870  C4 1.114
17 H -2.60991 -7.93968 -1.25770  C5 1.062
18 H -0.97155 -7.48455 -1.11442  C5 1.104
19 H -2.26989 -8.93809 1.19399  C6 1.071
20 H -2.38539 -7.24250 1.04650  C6 1.119
21 H -0.38094 -7.65334 2.16060  O7 0.948
22 C -1.18356 6.41793 2.00047  N23 1.526, H29 1.126, H30 1.098, H31 1.108
23 N -0.08474 7.40866 2.37382  C22 1.526, C24 1.496, C25 1.546, C26 1.533
24 C 0.83273 6.74742 3.35365  N23 1.496, H32 1.104, H33 1.089, H34 1.085
25 C 0.68196 7.98081 1.15939  N23 1.546, H35 1.104, H36 1.111, H37 1.087
26 C -0.60536 8.61665 3.16147  N23 1.533, C27 1.582, H38 1.097, H39 1.083
27 C -1.77041 9.46179 2.50581  C26 1.582, O28 1.456, H40 1.088, H41 1.109
28 O -2.95583 8.62019 2.42769  C27 1.456, H42 0.978
29 H -1.84715 6.96773 1.27630  C22 1.126
30 H -1.78738 6.25860 2.90374  C22 1.098
31 H -0.68371 5.47734 1.69611  C22 1.108
32 H 1.66844 7.36886 3.72020  C24 1.104
33 H 1.28028 5.87395 2.88102  C24 1.089
34 H 0.22934 6.47730 4.21339  C24 1.085
35 H 1.20060 7.22034 0.55051  C25 1.104
36 H 1.46229 8.65710 1.56950  C25 1.111
37 H -0.01831 8.44081 0.46733  C25 1.087
38 H 0.30332 9.19147 3.37733  C26 1.097
39 H -0.93718 8.17405 4.09256  C26 1.083
40 H -1.53794 9.78239 1.49243  C27 1.088
41 H -1.98577 10.37822 3.09168  C27 1.109
42 H -3.75827 9.14094 2.63344  O28 0.978
43 C 5.52360 6.50861 7.99027  N44 1.514, H50 1.093, H51 1.082, H52 1.091
44 N 5.23972 5.10422 8.47893  C43 1.514, C45 1.544, C46 1.518, C47 1.540
45 C 6.09511 3.97769 7.86029  N44 1.544, H53 1.110, H54 1.091, H55 1.092
46 C 5.66160 5.15718 9.93637  N44 1.518, H56 1.117, H57 1.082, H58 1.104
47 C 3.72363 4.84354 8.40680  N44 1.540, C48 1.521, H59 1.086, H60 1.087
48 C 3.28223 3.39612 8.56395  C47 1.521, O49 1.378, H61 1.073, H62 1.101
49 O 3.61902 2.82477 9.77154  C48 1.378, H63 0.931
50 H 6.59631 6.71916 7.99178  C43 1.093
51 H 4.95685 7.10742 8.69159  C43 1.082
52 H 5.17666 6.57492 6.95842  C43 1.091
53 H 5.90482 4.04818 6.76948  C45 1.110
54 H 5.85880 3.00804 8.30073  C45 1.091
55 H 7.15429 4.17407 8.03987  C45 1.092
56 H 6.75305 5.35536 10.06889  C46 1.117
57 H 5.37774 4.25141 10.45519  C46 1.082
58 H 5.15260 5.98237 10.46382  C46 1.104
59 H 3.39976 5.04824 7.39064  C47 1.086
60 H 3.21328 5.56262 9.04218  C47 1.087
61 H 3.66852 2.91194 7.68752  C48 1.073
62 H 2.19711 3.41338 8.37895  C48 1.101
63 H 2.82229 2.56215 10.17527  O49 0.931
64 C 0.72292 -2.65538 7.85197  N65 1.502, H71 1.095, H72 1.100, H73 1.081
65 N 1.36876 -1.69365 6.89594  C64 1.502, C66 1.582, C67 1.501, C68 1.621
66 C 0.41503 -0.48356 6.53487  N65 1.582, H74 1.076, H75 1.104, H76 1.093
67 C 2.58578 -1.16948 7.60006  N65 1.501, H77 1.092, H78 1.090, H79 1.062
68 C 1.83134 -2.48136 5.55686  N65 1.621, C69 1.539, H80 1.076, H81 1.093
69 C 0.67943 -3.35374 5.02823  C68 1.539, O70 1.382, H82 1.125, H83 1.100
70 O -0.53844 -2.73254 4.82510  C69 1.382, H84 0.947
71 H 0.77751 -2.30827 8.88942  C64 1.095
72 H 1.20643 -3.63534 7.72710  C64 1.100
73 H -0.30501 -2.69924 7.52181  C64 1.081
74 H -0.11780 -0.27971 7.44721  C66 1.076
75 H -0.25093 -0.76390 5.70027  C66 1.104
76 H 0.96690 0.41192 6.23823  C66 1.093
77 H 2.98091 -2.01335 8.16983  C67 1.092
78 H 2.26796 -0.45624 8.36005  C67 1.090
79 H 3.27487 -0.76851 6.89793  C67 1.062
80 H 2.65502 -3.12615 5.80984  C68 1.076
81 H 2.22383 -1.71283 4.88688  C68 1.093
82 H 0.64340 -4.28185 5.66374  C69 1.125
83 H 1.01580 -3.74282 4.05607  C69 1.100
84 H -1.15597 -3.31865 4.40953  O70 0.947
85 C -5.77515 -2.22590 -0.53478  N86 1.483, H92 1.099, H93 1.093, H94 1.098
86 N -6.49651 -3.22019 0.29579  C85 1.483, C87 1.479, C88 1.515, C89 1.577
87 C -5.95002 -3.26210 1.66929  N86 1.479, H95 1.104, H96 1.071, H97 1.113
88 C -7.98186 -2.92645 0.33946  N86 1.515, H98 1.076, H99 1.097, H100 1.115
89 C -6.23018 -4.66843 -0.26821  N86 1.577, C90 1.521, H101 1.091, H102 1.099
90 C -6.28366 -4.76706 -1.78527  C89 1.521, O91 1.417, H103 1.106, H104 1.088
91 O -7.52079 -4.28421 -2.27823  C90 1.417, H105 0.985
92 H -5.89980 -1.24892 -0.04792  C85 1.099
93 H -6.19244 -2.06124 -1.53145  C85 1.093
94 H -4.71807 -2.47666 -0.69601  C85 1.098
95 H -4.91150 -3.63701 1.66952  C87 1.104
96 H -6.45729 -3.94365 2.32212  C87 1.071
97 H -5.94737 -2.20266 2.00994  C87 1.113
98 H -8.48312 -3.61154 1.00072  C88 1.076
99 H -8.45360 -3.01528 -0.64664  C88 1.097
100 H -8.06249 -1.91023 0.79141  C88 1.115
101 H -6.92674 -5.34713 0.22567  C89 1.091
102 H -5.23133 -4.97472 0.07395  C89 1.099
103 H -6.12566 -5.84175 -1.99429  C90 1.106
104 H -5.42281 -4.20650 -2.14341  C90 1.088
105 H -7.99597 -5.12214 -2.48500  O91 0.985
106 C 3.94875 -9.03090 -1.23040  N107 1.560, H113 1.100, H114 1.093, H115 1.093
107 N 4.33386 -8.25187 0.06545  C106 1.560, C108 1.504, C109 1.502, C110 1.484
108 C 3.03918 -7.85515 0.71931  N107 1.504, H116 1.084, H117 1.108, H118 1.101
109 C 4.97782 -9.24305 0.99213  N107 1.502, H119 1.124, H120 1.087, H121 1.105
110 C 5.27958 -7.14048 -0.20357  N107 1.484, C111 1.525, H122 1.104, H123 1.087
111 C 4.83471 -6.17965 -1.30137  C110 1.525, O112 1.461, H124 1.120, H125 1.104
112 O 4.04757 -5.03581 -0.84663  C111 1.461, H126 0.971
113 H 3.42203 -9.94262 -0.91206  C106 1.100
114 H 4.85734 -9.21474 -1.80916  C106 1.093
115 H 3.19716 -8.44986 -1.77017  C106 1.093
116 H 3.19524 -7.47399 1.72154  C108 1.084
117 H 2.41413 -8.76818 0.77319  C108 1.108
118 H 2.57698 -7.08071 0.08720  C108 1.101
119 H 5.85378 -9.81912 0.58712  C109 1.124
120 H 4.17838 -9.90389 1.31809  C109 1.087
121 H 5.32357 -8.66080 1.86541  C109 1.105
122 H 6.20919 -7.65793 -0.49845  C110 1.104
123 H 5.46848 -6.63025 0.73731  C110 1.087
124 H 4.28413 -6.65020 -2.15611  C111 1.120
125 H 5.75361 -5.72142 -1.70766  C111 1.104
126 H 3.10268 -5.13616 -1.04734  O112 0.971
127 C 5.33632 4.92361 1.13913  N128 1.532, H134 1.098, H135 1.114, H136 1.083
128 N 6.77573 4.40562 1.22590  C127 1.532, C129 1.580, C130 1.499, C131 1.603
129 C 6.71829 2.84676 1.47843  N128 1.580, H137 1.111, H138 1.116, H139 1.142
130 C 7.53220 4.62385 -0.04939  N128 1.499, H140 1.077, H141 1.049, H142 1.095
131 C 7.47181 4.94386 2.56578  N128 1.603, C132 1.521, H143 1.069, H144 1.131
132 C 7.91234 6.39774 2.64302  C131 1.521, O133 1.471, H145 1.081, H146 1.108
133 O 6.83349 7.24525 3.17346  C132 1.471, H147 0.956
134 H 4.85795 4.47171 0.26023  C127 1.098
135 H 5.49446 6.00721 0.93481  C127 1.114
136 H 4.75745 4.73851 2.03613  C127 1.083
137 H 6.46202 2.52453 2.51029  C129 1.111
138 H 7.79090 2.58980 1.30941  C129 1.116
139 H 5.98406 2.40771 0.72178  C129 1.142
140 H 7.16312 3.89574 -0.75220  C130 1.077
141 H 8.54211 4.38567 0.10628  C130 1.049
142 H 7.28713 5.63147 -0.40034  C130 1.095
143 H 8.32086 4.31140 2.71124  C131 1.069
144 H 6.73282 4.65039 3.36961  C131 1.131
145 H 8.28732 6.79057 1.70784  C132 1.081
146 H 8.69550 6.44635 3.42509  C132 1.108
147 H 6.94535 8.13338 2.83713  O133 0.956
148 C 7.69658 -1.85320 1.47595  N149 1.506, H155 1.102, H156 1.083, H157 1.090
149 N 6.72952 -2.12595 0.35470  C148 1.506, C150 1.504, C151 1.535, C152 1.553
150 C 6.57079 -0.96237 -0.58487  N149 1.504, H158 1.068, H159 1.127, H160 1.081
151 C 7.20286 -3.31178 -0.49719  N149 1.535, H161 1.105, H162 1.069, H163 1.120
152 C 5.36773 -2.48785 1.00819  N149 1.553, C153 1.565, H164 1.085, H165 1.098
153 C 4.90798 -1.60963 2.21933  C152 1.565, O154 1.421, H166 1.114, H167 1.100
154 O 5.09086 -0.22165 1.97850  C153 1.421, H168 1.040
155 H 7.54980 -2.54843 2.31802  C148 1.102
156 H 7.48016 -0.83331 1.76868  C148 1.083
157 H 8.72130 -1.97573 1.12616  C148 1.090
158 H 5.68943 -1.16173 -1.15409  C150 1.068
159 H 7.47602 -0.83512 -1.24483  C150 1.127
160 H 6.35016 -0.02074 -0.10142  C150 1.081
161 H 6.38531 -3.46855 -1.22462  C151 1.105
162 H 7.34925 -4.08485 0.22672  C151 1.069
163 H 8.19034 -3.10134 -0.98203  C151 1.120
164 H 5.51655 -3.53467 1.25001  C152 1.085
165 H 4.64853 -2.53107 0.18017  C152 1.098
166 H 5.55262 -1.87678 3.08819  C153 1.114
167 H 3.85646 -1.82369 2.46190  C153 1.100
168 H 4.29415 0.25678 2.44509  O154 1.040
169 C 3.59679 -0.14700 -2.48234  C170 1.511, H178 1.100, H179 1.117, H180 1.120
170 C 4.59937 0.15847 -3.57056  C169 1.511, C171 1.526, H181 1.102, H182 1.084
171 C 4.20532 1.50667 -4.16599  C170 1.526, N172 1.517, H183 1.092, H184 1.114
172 N 5.13803 2.13319 -5.18585  C171 1.517, C173 1.497, C174 1.543, C177 1.470
173 C 6.49475 2.31763 -4.58048  N172 1.497, H185 1.080, H186 1.092, H187 1.094
174 C 4.55912 3.47312 -5.68479  N172 1.543, C175 1.530, H188 1.112, H189 1.094
175 C 5.40669 3.80479 -6.91458  C174 1.530, C176 1.534, H190 1.119, H191 1.074
176 C 5.88697 2.43551 -7.41159  C175 1.534, C177 1.540, H192 1.110, H193 1.099
177 C 5.20898 1.42162 -6.47068  N172 1.470, C176 1.540, H194 1.111, H195 1.101
178 H 2.58689 0.01642 -2.88586  C169 1.100
179 H 3.72125 0.51588 -1.59211  C169 1.117
180 H 3.54828 -1.22262 -2.17384  C169 1.120
181 H 4.59463 -0.54446 -4.41912  C170 1.102
182 H 5.62976 0.18099 -3.23621  C170 1.084
183 H 3.98779 2.23417 -3.38163  C171 1.092
184 H 3.20664 1.33282 -4.62792  C171 1.114
185 H 7.04250 1.39833 -4.72987  C173 1.080
186 H 6.35985 2.55963 -3.52452  C173 1.092
187 H 7.09779 3.08427 -5.07565  C173 1.094
188 H 4.49467 4.26455 -4.90640  C174 1.112
189 H 3.53767 3.21850 -5.98166  C174 1.094
190 H 6.28596 4.43310 -6.62301  C175 1.119
191 H 4.92007 4.37154 -7.68559  C175 1.074
192 H 6.99614 2.47955 -7.38173  C176 1.110
193 H 5.66205 2.25731 -8.47291  C176 1.099
194 H 5.69852 0.42801 -6.38680  C177 1.111
195 H 4.17823 1.12954 -6.72267  C177 1.101
196 C -4.27988 3.44079 4.14284  C197 1.564, H205 1.080, H206 1.092, H207 1.084
197 C -4.91481 2.55445 5.26396  C196 1.564, C198 1.542, H208 1.071, H209 1.098
198 C -4.55204 1.06487 5.09469  C197 1.542, N199 1.550, H210 1.101, H211 1.085
199 N -5.81906 0.18436 5.24709  C198 1.550, C200 1.444, C201 1.545, C204 1.493
200 C -5.32190 -1.16060 5.07818  N199 1.444, H212 1.083, H213 1.092, H214 1.073
201 C -6.92074 0.44786 4.19625  N199 1.545, C202 1.523, H215 1.073, H216 1.067
202 C -8.15262 0.08089 5.01283  C201 1.523, C203 1.552, H217 1.104, H218 1.063
203 C -7.91092 0.63462 6.44247  C202 1.552, C204 1.538, H219 1.084, H220 1.115
204 C -6.43381 0.23977 6.60624  N199 1.493, C203 1.538, H221 1.074, H222 1.065
205 H -3.24778 3.30223 4.42836  C196 1.080
206 H -4.47264 4.51029 4.24480  C196 1.092
207 H -4.46634 3.13920 3.11846  C196 1.084
208 H -5.97980 2.66595 5.29656  C197 1.071
209 H -4.47305 2.85895 6.22200  C197 1.098
210 H -3.92731 0.67916 5.91543  C198 1.101
211 H -4.16456 0.90312 4.09421  C198 1.085
212 H -6.17898 -1.81549 5.17437  C200 1.083
213 H -4.50740 -1.39625 5.76636  C200 1.092
214 H -4.95133 -1.26276 4.07648  C200 1.073
215 H -6.65858 -0.11633 3.32161  C201 1.073
216 H -6.90766 1.47396 3.90306  C201 1.067
217 H -8.36769 -1.00081 5.07013  C202 1.104
218 H -9.01687 0.47687 4.53771  C202 1.063
219 H -8.50389 0.08318 7.16299  C203 1.084
220 H -8.07535 1.73686 6.47824  C203 1.115
221 H -6.36215 -0.73644 7.04865  C204 1.074
222 H -5.85865 0.93297 7.17488  C204 1.065
223 C -1.07910 5.88715 -3.17722  C224 1.519, H232 1.090, H233 1.095, H234 1.087
224 C -2.51504 6.18076 -3.57544  C223 1.519, C225 1.503, H235 1.090, H236 1.097
225 C -3.22083 6.66245 -2.33955  C224 1.503, N226 1.539, H237 1.077, H238 1.088
226 N -4.75757 6.58823 -2.31331  C225 1.539, C227 1.512, C228 1.545, C231 1.477
227 C -5.22531 7.78357 -3.11281  N226 1.512, H239 1.103, H240 1.068, H241 1.095
228 C -5.26635 6.69363 -0.85877  N226 1.545, C229 1.539, H242 1.069, H243 1.059
229 C -5.16155 5.27690 -0.26757  C228 1.539, C230 1.608, H244 1.101, H245 1.088
230 C -4.95375 4.37541 -1.58314  C229 1.608, C231 1.508, H246 1.093, H247 1.118
231 C -5.27352 5.27491 -2.75020  N226 1.477, C230 1.508, H248 1.089, H249 1.090
232 H -0.46961 5.40609 -3.94251  C223 1.090
233 H -0.99735 5.30323 -2.25432  C223 1.095
234 H -0.58536 6.85180 -3.09016  C223 1.087
235 H -2.89901 5.22519 -3.93310  C224 1.090
236 H -2.52462 6.84119 -4.45147  C224 1.097
237 H -2.97777 7.69177 -2.13817  C225 1.077
238 H -2.83985 6.16365 -1.45044  C225 1.088
239 H -4.84418 7.74746 -4.14706  C227 1.103
240 H -4.90207 8.67169 -2.61521  C227 1.068
241 H -6.30807 7.70898 -3.25882  C227 1.095
242 H -6.24712 7.09250 -1.00903  C228 1.069
243 H -4.64554 7.38254 -0.34707  C228 1.059
244 H -6.07346 5.02269 0.29453  C229 1.101
245 H -4.31035 5.11024 0.38864  C229 1.088
246 H -5.69450 3.57248 -1.53848  C230 1.093
247 H -3.94111 3.90707 -1.50414  C230 1.118
248 H -6.34639 5.38115 -2.90340  C231 1.089
249 H -4.85752 5.06875 -3.73609  C231 1.090
250 C 1.40098 -2.23702 -9.65837  C251 1.528, H259 1.085, H260 1.110, H261 1.096
251 C 1.38480 -3.25880 -8.52240  C250 1.528, C252 1.486, H262 1.113, H263 1.080
252 C 0.25626 -2.80298 -7.66921  C251 1.486, N253 1.539, H264 1.113, H265 1.070
253 N 0.06017 -3.67840 -6.41866  C252 1.539, C254 1.486, C255 1.492, C258 1.531
254 C 1.31021 -3.66673 -5.61476  N253 1.486, H266 1.070, H267 1.093, H268 1.089
255 C -0.35543 -5.04870 -6.83901  N253 1.492, C256 1.550, H269 1.085, H270 1.098
256 C -1.15857 -5.64285 -5.65437  C255 1.550, C257 1.539, H271 1.099, H272 1.063
257 C -1.74122 -4.42203 -4.92148  C256 1.539, C258 1.550, H273 1.099, H274 1.100
258 C -1.16790 -3.18063 -5.65136  N253 1.531, C257 1.550, H275 1.087, H276 1.069
259 H 0.41258 -1.96023 -10.00968  C250 1.085
260 H 1.93473 -2.60400 -10.55971  C250 1.110
261 H 1.75374 -1.25881 -9.31213  C250 1.096
262 H 2.36298 -3.22445 -7.99306  C251 1.113
263 H 1.25810 -4.25739 -8.91443  C251 1.080
264 H -0.77070 -2.86112 -8.09520  C252 1.113
265 H 0.40753 -1.79952 -7.32875  C252 1.070
266 H 2.13388 -3.92905 -6.24460  C254 1.070
267 H 1.19273 -4.38699 -4.80102  C254 1.093
268 H 1.47704 -2.68674 -5.16941  C254 1.089
269 H 0.52319 -5.61667 -7.12707  C255 1.085
270 H -1.00988 -4.87957 -7.70391  C255 1.098
271 H -0.40214 -6.20466 -5.08903  C256 1.099
272 H -1.97946 -6.23748 -5.97581  C256 1.063
273 H -1.33797 -4.39953 -3.89989  C257 1.099
274 H -2.83260 -4.51922 -4.82842  C257 1.100
275 H -0.90060 -2.39135 -4.95334  C258 1.087
276 H -1.84075 -2.81082 -6.39503  C258 1.069
277 C -9.07335 1.41519 -7.77971  C278 1.544, H286 1.089, H287 1.108, H288 1.086
278 C -7.94283 0.39971 -7.50444  C277 1.544, C279 1.493, H289 1.064, H290 1.062
279 C -7.76036 0.42789 -6.02247  C278 1.493, N280 1.515, H291 1.081, H292 1.080
280 N -6.72501 -0.43703 -5.33320  C279 1.515, C281 1.487, C282 1.488, C285 1.532
281 C -6.84663 -1.80618 -5.90032  N280 1.487, H293 1.109, H294 1.102, H295 1.093
282 C -6.96147 -0.49547 -3.86480  N280 1.488, C283 1.575, H296 1.072, H297 1.112
283 C -5.62315 -0.16562 -3.10259  C282 1.575, C284 1.507, H298 1.114, H299 1.104
284 C -5.05888 0.85599 -4.05633  C283 1.507, C285 1.548, H300 1.104, H301 1.098
285 C -5.33030 0.18954 -5.42724  N280 1.532, C284 1.548, H302 1.102, H303 1.098
286 H -9.91924 1.19649 -7.12992  C277 1.089
287 H -9.49482 1.26483 -8.79309  C277 1.108
288 H -8.74954 2.42663 -7.55064  C277 1.086
289 H -7.02550 0.73668 -7.92515  C278 1.064
290 H -8.20980 -0.56342 -7.86492  C278 1.062
291 H -8.72937 0.16505 -5.62178  C279 1.081
292 H -7.57014 1.44400 -5.71074  C279 1.080
293 H -6.68929 -1.76141 -6.99705  C281 1.109
294 H -7.89469 -2.08132 -5.70137  C281 1.102
295 H -6.11070 -2.45774 -5.42285  C281 1.093
296 H -7.45686 -1.39435 -3.55451  C282 1.072
297 H -7.57247 0.41503 -3.68072  C282 1.112
298 H -5.03717 -1.09755 -2.93430  C283 1.114
299 H -5.86333 0.30729 -2.13484  C283 1.104
300 H -3.97379 0.95993 -3.88217  C284 1.104
301 H -5.50158 1.85389 -3.93608  C284 1.098
302 H -4.62231 -0.64122 -5.57584  C285 1.102
303 H -5.29768 0.81478 -6.32927  C285 1.098
304 C -1.49777 -3.48420 -0.62167  C305 1.527, H313 1.086, H314 1.106, H315 1.079
305 C -0.76783 -2.45227 0.23566  C304 1.527, C306 1.494, H316 1.069, H317 1.094
306 C -1.38825 -1.12620 -0.06138  C305 1.494, N307 1.536, H318 1.101, H319 1.105
307 N -0.77789 0.12929 0.57905  C306 1.536, C308 1.478, C309 1.501, C312 1.554
308 C -1.09536 0.11392 2.02292  N307 1.478, H320 1.116, H321 1.122, H322 1.089
309 C -1.28591 1.37160 -0.09245  N307 1.501, C310 1.561, H323 1.088, H324 1.100
310 C -0.31396 2.51482 0.33850  C309 1.561, C311 1.555, H325 1.091, H326 1.091
311 C 0.99757 1.76038 0.69677  C310 1.555, C312 1.521, H327 1.105, H328 1.089
312 C 0.75092 0.29832 0.35840  N307 1.554, C311 1.521, H329 1.081, H330 1.103
313 H -2.58171 -3.42368 -0.57895  C304 1.086
314 H -1.28477 -4.52937 -0.32979  C304 1.106
315 H -1.20048 -3.36202 -1.65163  C304 1.079
316 H 0.24183 -2.49752 -0.11251  C305 1.069
317 H -0.84220 -2.71464 1.29528  C305 1.094
318 H -2.46241 -1.14133 0.17802  C306 1.101
319 H -1.31838 -0.91956 -1.14454  C306 1.105
320 H -0.63405 1.06701 2.37461  C308 1.116
321 H -0.67482 -0.75398 2.59551  C308 1.122
322 H -2.17931 0.12223 2.13092  C308 1.089
323 H -2.32114 1.50024 0.21749  C309 1.088
324 H -1.16601 1.18470 -1.16972  C309 1.100
325 H -0.71866 3.19497 1.08976  C310 1.091
326 H -0.21853 3.12654 -0.56026  C310 1.091
327 H 1.30493 1.86117 1.75366  C311 1.105
328 H 1.85506 2.11051 0.12450  C311 1.089
329 H 1.29697 -0.39691 0.97986  C312 1.081
330 H 0.91374 0.06758 -0.70806  C312 1.103
331 C 2.91772 4.40666 -1.79773  C332 1.531, H335 1.098, H336 1.091, H337 1.118
332 C 4.16022 3.57330 -1.47144  C331 1.531, O333 1.240, O334 1.253
333 O 3.98915 2.72342 -0.58480  C332 1.240
334 O 5.21755 3.86718 -2.07583  C332 1.253
335 H 3.03388 5.21785 -2.52866  C331 1.098
336 H 2.47890 4.74543 -0.85844  C331 1.091
337 H 2.11324 3.78098 -2.25798  C331 1.118
338 Cl 1.27569 -6.09895 -2.15503  no bonds
339 Cl -0.24138 -0.52337 -3.26121  no bonds
340 Cl -5.21136 0.86236 1.34846  no bonds
341 Cl 2.77055 0.57003 3.66273  no bonds
342 Cl -2.47048 -3.94464 2.84935  no bonds

Summary:
HOMO energy = -19.044 eV
charge = +8
LUMO energy = -11.6292 eV
maximum force = 3.4 eV Å⁻¹
frontier orbital gap = 7.415 eV
energy = -7379.65404 Eh